The following is a quantum chemistry calculation of 7 unconnected molecules or ions with the total composition C28H56O7 in a non-equilibrium geometry, from the Open Molecules 2025 dataset.

Last column: Mulliken charge in e.
CARTESIAN COORDINATES (ANGSTROEM)
C 3.494477 4.109964 26.866837  -0.374
C 4.584719 3.119286 26.589702  0.115
C 5.582477 3.604687 27.650919  -0.268
O 5.554507 5.028871 27.613811  -0.472
C 4.266423 5.405658 27.083855  -0.528
H 2.963385 3.901739 27.801299  0.068
H 2.682404 4.301422 26.159982  0.406
H 5.053106 3.275323 25.616153  0.250
H 4.337975 2.071179 26.755903  -0.137
H 6.581584 3.172464 27.562910  0.228
H 5.262730 3.315747 28.664392  0.184
H 4.365273 6.021059 26.187650  0.280
H 3.762949 6.006031 27.847308  0.304
C 6.113632 -1.039061 34.964785  -0.529
C 4.793482 -0.311037 34.902905  -0.694
C 4.472765 -0.338719 33.401431  0.276
O 5.779565 -0.227119 32.767519  -0.355
C 6.793581 -0.492266 33.716751  -0.553
H 5.917069 -2.103085 34.836446  0.283
H 6.561332 -0.764044 35.918989  0.346
H 4.820615 0.745309 35.167073  0.336
H 4.012132 -0.852063 35.442868  0.353
H 3.874439 0.538788 33.160176  -0.288
H 4.018366 -1.265496 33.051948  0.248
H 7.445668 0.359901 33.944964  0.315
H 7.535873 -1.228313 33.381958  0.275
C -4.597033 -0.257715 30.673447  -0.539
C -3.802703 0.042486 31.952473  -0.737
C -2.717276 1.089977 31.467373  0.139
O -2.745183 1.073879 30.045992  -0.435
C -3.524650 -0.024527 29.608640  -0.437
H -5.415878 0.454170 30.588823  0.254
H -4.940197 -1.281862 30.802706  0.331
H -3.232557 -0.791072 32.356093  0.282
H -4.294279 0.568524 32.770187  0.370
H -1.750402 0.654413 31.740906  -0.045
H -2.877409 2.056523 31.940299  0.229
H -2.911459 -0.932407 29.563141  0.217
H -3.937554 0.219506 28.632705  0.382
C 8.248358 0.576398 28.280766  -0.626
C 7.032738 0.097439 27.466648  0.637
C 6.907978 -1.367910 27.815363  -0.353
O 8.163682 -1.762974 28.377023  -0.490
C 8.600839 -0.640063 29.149875  -0.326
H 8.037768 1.466654 28.883921  0.322
H 9.167891 0.894927 27.786705  0.299
H 7.262302 0.236324 26.408933  0.277
H 6.156708 0.683663 27.739455  -0.689
H 6.682650 -1.929633 26.910586  0.161
H 6.199683 -1.550494 28.631249  0.314
H 9.677280 -0.805623 29.231686  0.307
H 8.143710 -0.683782 30.145969  0.143
C -0.677068 3.814710 33.761905  -0.554
C 0.111365 2.774118 32.982103  0.021
C 1.575022 3.270715 32.980954  0.108
O 1.610876 4.416823 33.818255  -0.492
C 0.310533 4.971943 33.917719  -0.594
H -0.955000 3.432246 34.744408  0.297
H -1.582119 4.160452 33.263115  0.279
H -0.279710 2.566993 31.986544  0.131
H 0.043683 1.827517 33.520801  0.195
H 2.011634 3.636902 32.041171  0.179
H 2.224361 2.444214 33.285451  -0.211
H 0.163553 5.668970 33.078703  0.275
H 0.175494 5.597757 34.798037  0.373
C 1.774593 0.748180 29.941133  -0.288
C 3.070642 0.105569 29.512024  0.961
C 2.681854 -1.248300 29.035016  -0.566
O 1.666838 -1.586210 30.008603  -0.514
C 0.961149 -0.404828 30.484530  0.058
H 1.263278 1.113826 29.040341  0.224
H 1.848505 1.613088 30.597812  -0.125
H 3.689904 0.028863 30.409888  -0.221
H 3.565801 0.655029 28.703636  -0.308
H 3.506109 -1.964221 29.054637  0.252
H 2.303131 -1.317311 28.006446  0.260
H 1.111834 -0.442997 31.566444  0.216
H -0.050553 -0.480348 30.091904  -0.012
C 5.009217 -2.178172 23.262676  -0.514
C 4.930068 -0.794173 23.863399  0.186
C 3.432790 -0.656866 24.292248  -0.185
O 2.808293 -1.881001 23.951665  -0.436
C 3.818779 -2.877617 23.877244  -0.470
H 5.926746 -2.698688 23.550101  0.311
H 4.973314 -2.192255 22.173654  0.273
H 5.241160 0.007512 23.196635  0.426
H 5.544044 -0.730599 24.765555  -0.444
H 2.981312 0.130347 23.681815  0.284
H 3.314034 -0.367939 25.340665  0.023
H 3.446701 -3.701797 23.262511  0.318
H 3.999225 -3.334869 24.859043  0.223

Force components x, y, z for each atom (eV/Å):
C -1.15 1.01 0.09
C 0.76 0.01 0.62
C -0.10 -0.42 0.72
O -0.02 -0.17 -0.80
C 0.05 0.25 0.87
H 0.25 -0.40 0.02
H 0.32 -0.43 -0.41
H -0.22 -0.18 -0.14
H -0.14 0.01 -0.22
H 0.16 0.54 -0.40
H -0.23 -0.27 -0.14
H 0.26 -0.16 -0.10
H 0.04 0.16 -0.13
C -0.47 0.94 0.06
C -1.40 -0.57 -0.98
C 1.13 0.25 0.32
O -0.33 0.14 0.00
C 1.29 -0.65 0.68
H 0.24 -0.08 0.35
H 0.58 -0.53 -0.17
H 0.26 -0.13 0.50
H 0.01 0.37 0.23
H -0.07 -0.13 -0.47
H -0.23 0.02 0.07
H -0.60 0.51 -0.09
H -0.43 -0.13 -0.60
C 0.52 0.18 1.22
C 1.31 1.88 -0.05
C 0.01 -2.15 0.16
O -0.43 0.76 0.00
C -0.38 -0.44 0.29
H -0.15 -0.16 -0.16
H -0.33 0.01 -0.73
H -0.43 -0.36 -0.09
H -0.64 -0.56 -0.03
H 0.15 0.56 0.35
H 0.13 0.30 -0.57
H 0.13 0.04 -0.29
H 0.12 -0.08 -0.09
C 0.42 0.50 1.46
C 0.83 0.92 -0.21
C 0.27 -0.31 0.67
O -0.15 0.14 -0.57
C 0.44 -0.71 -0.51
H -0.34 -0.25 0.16
H -0.35 -0.37 -0.85
H -0.33 -0.03 -0.05
H -0.11 -0.10 -0.15
H 0.02 -0.49 0.31
H -0.57 0.11 -0.44
H -0.07 0.30 0.32
H -0.12 0.29 -0.10
C -0.02 0.58 0.44
C 0.19 -0.56 -0.26
C -0.20 0.36 -0.55
O 0.26 -0.25 1.32
C -0.28 0.29 -1.16
H -0.05 -0.04 -0.03
H -0.02 -0.12 -0.03
H 0.05 0.27 -0.07
H 0.15 -0.07 -0.11
H -0.63 -0.46 -0.42
H 0.20 0.46 0.61
H 0.05 -0.05 -0.12
H 0.35 -0.41 0.36
C -1.11 0.81 -1.44
C 0.91 1.00 -0.20
C -0.84 -0.49 0.75
O -0.03 -0.87 -0.45
C 1.70 -1.06 -0.17
H 0.05 0.11 0.07
H 0.23 -0.16 0.20
H 0.43 -0.12 -0.34
H 0.20 0.22 0.40
H -0.14 -0.13 0.49
H -0.29 0.44 0.09
H -0.89 -0.04 0.08
H -0.21 0.33 0.53
C 0.72 -0.72 0.19
C -0.34 0.48 0.92
C 0.55 0.61 -1.10
O -0.10 -0.11 0.33
C -0.64 -0.56 -0.34
H 0.05 0.11 -0.09
H -0.24 0.13 0.02
H -0.03 -0.05 -0.05
H 0.13 -0.01 -0.13
H -0.27 -0.08 0.17
H 0.01 -0.34 0.10
H -0.10 0.20 -0.09
H 0.29 0.38 0.13

Values from the calculation:
- calculated total energy (a.u.) = -1626.9658
- E_HOMO (eV) = -9.5
- spin multiplicity = 1
- Kohn-Sham gap (eV) = 10.13
- energy above the lowest of the compared OMol25 structures with the same formula, charge and spin (kcal/mol) = 34.14